{
  "formula": "C33H35AsPdS5Sb2",
  "method": "ωB97M-V/def2-TZVPD",
  "elements": ["Pd", "S", "C", "S", "C", "C", "S", "S", "S", "C", "C", "C", "Sb", "C", "C", "C", "C", "C", "C", "C", "C", "C", "C", "C", "C", "Sb", "C", "C", "C", "C", "C", "C", "C", "C", "C", "C", "C", "C", "H", "H", "H", "H", "H", "H", "H", "H", "H", "H", "H", "H", "H", "H", "H", "H", "H", "H", "H", "H", "H", "H", "H", "H", "H", "H", "C", "As", "C", "C", "H", "H", "H", "H", "H", "H", "H", "H", "H"],
  "xyz": [[0.140, -0.368, 0.090], [-4.069, 5.498, -0.879], [-3.182, 4.188, -0.659], [-2.960, 2.957, -1.895], [-1.940, 1.893, -1.024], [-1.619, 2.329, 0.363], [-0.689, 1.481, 1.415], [-2.321, 3.831, 0.827], [-1.398, 0.509, -1.726], [0.747, -3.098, -1.314], [-0.574, -3.904, -1.258], [-1.877, -3.136, -1.040], [-2.007, -1.723, 0.566], [-3.928, -0.900, 0.367], [-4.474, -0.629, -0.889], [-5.781, -0.174, -0.985], [-6.535, 0.020, 0.167], [-5.988, -0.240, 1.415], [-4.683, -0.702, 1.521], [-2.063, -2.652, 2.446], [-1.535, -1.999, 3.556], [-1.534, -2.636, 4.788], [-2.047, -3.922, 4.905], [-2.573, -4.571, 3.798], [-2.588, -3.937, 2.562], [1.255, -2.912, 0.804], [1.917, -4.912, 1.025], [1.777, -5.509, 2.276], [2.304, -6.774, 2.496], [2.959, -7.440, 1.470], [3.091, -6.844, 0.223], [2.568, -5.578, -0.006], [3.073, -1.968, 1.386], [4.341, -2.495, 1.150], [5.451, -1.949, 1.778], [5.301, -0.900, 2.678], [4.039, -0.387, 2.942], [2.932, -0.914, 2.291], [0.612, -2.150, -1.834], [1.502, -3.665, -1.858], [-0.503, -4.707, -0.517], [-0.685, -4.417, -2.218], [-2.717, -3.817, -0.896], [-2.114, -2.527, -1.917], [-3.900, -0.779, -1.795], [-6.214, 0.021, -1.957], [-7.555, 0.371, 0.089], [-6.579, -0.091, 2.309], [-4.269, -0.920, 2.499], [-1.118, -1.001, 3.470], [-1.133, -2.130, 5.657], [-2.039, -4.419, 5.866], [-2.978, -5.570, 3.894], [-3.014, -4.450, 1.707], [1.264, -4.997, 3.082], [2.198, -7.238, 3.467], [3.367, -8.427, 1.641], [3.603, -7.363, -0.577], [2.690, -5.129, -0.984], [4.471, -3.345, 0.489], [6.433, -2.361, 1.586], [6.167, -0.495, 3.185], [3.917, 0.414, 3.660], [1.946, -0.529, 2.529], [3.666, 1.323, -0.129], [2.033, 0.782, -1.002], [1.471, 2.449, -1.816], [2.688, -0.241, -2.508], [4.276, 1.835, -0.873], [4.194, 0.455, 0.249], [3.444, 2.001, 0.692], [2.355, 2.985, -2.160], [0.949, 3.068, -1.087], [0.819, 2.254, -2.665], [3.408, 0.362, -3.060], [1.865, -0.516, -3.165], [3.179, -1.141, -2.140]],
  "forces_ev_per_a": [[-0.71, -0.12, 0.12], [-0.01, -0.01, -0.01], [0.03, 0.01, 0.02], [0.00, -0.09, -0.06], [0.01, -0.10, -0.09], [0.07, -0.11, 0.18], [-0.15, 0.25, -0.06], [0.01, -0.02, 0.07], [0.22, 0.13, 0.07], [0.08, -0.36, 0.09], [0.07, -0.07, -0.11], [-0.06, 0.12, 0.03], [0.30, -0.20, 0.07], [0.04, 0.12, -0.03], [-0.05, -0.01, 0.05], [0.01, 0.02, 0.02], [0.01, 0.01, -0.01], [0.00, 0.02, 0.00], [0.02, 0.02, -0.02], [-0.03, -0.12, -0.01], [-0.01, -0.05, -0.01], [-0.01, -0.01, -0.01], [0.01, 0.01, 0.00], [0.00, 0.01, -0.01], [-0.01, 0.08, 0.01], [0.36, 0.73, -0.55], [-0.36, -0.06, 0.39], [0.02, -0.02, -0.04], [0.00, -0.01, -0.03], [-0.01, 0.03, -0.01], [0.00, -0.03, 0.04], [0.01, 0.06, -0.05], [0.02, -0.10, -0.06], [0.01, 0.02, -0.11], [0.01, 0.02, 0.00], [-0.02, 0.00, -0.03], [0.04, 0.02, -0.05], [0.00, -0.09, 0.05], [0.01, 0.05, 0.09], [-0.03, 0.03, -0.02], [0.05, 0.00, 0.01], [-0.02, -0.03, 0.02], [0.02, -0.05, -0.04], [-0.01, 0.02, 0.00], [-0.02, -0.05, -0.01], [0.00, -0.01, 0.00], [0.00, 0.00, 0.00], [0.00, 0.00, 0.00], [-0.01, -0.02, 0.00], [0.02, 0.01, -0.01], [0.00, 0.00, 0.00], [0.00, 0.01, 0.00], [0.00, 0.00, 0.00], [0.01, 0.00, -0.01], [0.00, 0.00, -0.01], [0.00, 0.00, 0.00], [0.00, 0.00, 0.00], [0.00, 0.00, 0.00], [-0.01, -0.01, 0.02], [-0.01, 0.00, 0.01], [0.00, 0.01, 0.00], [0.00, 0.00, 0.00], [0.00, 0.00, 0.00], [-0.04, 0.03, -0.02], [-0.03, 0.06, 0.02], [0.06, -0.05, 0.05], [0.03, 0.00, -0.03], [0.02, 0.02, 0.01], [0.00, 0.01, 0.01], [0.05, -0.10, 0.05], [0.01, -0.02, 0.02], [0.00, 0.00, -0.01], [0.00, 0.00, 0.01], [-0.01, 0.00, 0.00], [0.01, -0.01, -0.01], [0.00, 0.00, 0.00], [-0.01, -0.01, 0.00]],
  "gap_ev": 5.1501,
  "lumo_ev": -8.130,
  "charge": 2,
  "de_lowest_kcal_mol": 42.6,
  "energy_ev": -166342.686
}